Density functional theory data (wB97M-V/def2-TZVPD) for 2 unconnected molecules or ions with the total composition C17H16BrNO3 in a non-equilibrium geometry.

**HOMO-LUMO gap**: 0.3247 hartree
**Total charge**: 0
**Relative energy (zero: lowest compared OMol25 entry of this formula, charge and spin)**: 368.50 kcal per mole

Cartesian coordinates (Å):
C (0.4861, -0.6371, -3.0614)
C (1.4115, -1.6054, -2.5129)
H (2.4566, -1.2857, -2.9063)
H (1.2742, -2.5230, -2.8529)
C (1.2085, -1.4112, -0.8829)
C (0.0547, -1.7333, -0.2909)
C (-0.5424, -2.9317, -0.5886)
C (-1.9373, -3.0646, -0.3985)
C (-2.5268, -2.1613, 0.4964)
C (-1.9193, -1.1459, 0.9907)
C (-0.4194, -0.8459, 0.3501)
N (0.1226, 0.4320, 0.8531)
C (-0.1084, 1.5235, 0.3687)
O (-0.3292, 1.5947, -0.8680)
C (0.6875, 2.6662, 0.9680)
C (1.5565, 3.5236, 0.3707)
C (2.0272, 4.5382, 1.0078)
C (2.0850, 4.7041, 2.3376)
C (1.3268, 3.7476, 2.8643)
C (0.8381, 2.6973, 2.4328)
H (0.1127, 2.1334, 2.9800)
H (1.5135, 3.9391, 4.1282)
Br (3.0382, 6.1456, 3.0307)
H (2.8175, 5.2774, 0.3437)
H (1.4210, 3.5503, -1.0757)
H (0.4731, 0.1757, 1.8170)
H (-2.4589, -0.4296, 1.7889)
O (-3.6858, -2.7465, 0.7150)
C (-3.8084, -3.9312, 0.2693)
O (-2.7074, -4.2694, -0.5136)
H (-4.0558, -4.7462, 0.7465)
H (-4.8318, -3.7578, -0.5722)
H (-0.1236, -3.6585, -1.5048)
H (2.0346, -2.2036, -0.4588)
H (1.7442, -0.4785, -0.5102)
H (0.7397, -0.5245, -4.3168)
H (0.3877, 0.5137, -2.7508)
H (-0.3628, -1.0714, -2.7943)